(1)
C6H8HgLiO6 | ωB97M-V with the def2-TZVPD basis set

XYZ file:
```
22
Properties=species:S:1:pos:R:3:forces:R:3:lowdin_spin:R:1
O -1.709408 1.670872 0.024415 -1.39 -1.11 1.97 0.19
C -0.360697 -1.403108 0.859595 0.79 -0.17 0.21 0.00
C -2.573323 0.745999 -0.526623 -1.10 -0.97 -1.18 0.01
O -0.451027 -0.598862 1.810060 -0.44 0.74 0.14 0.00
O -1.414323 -1.393309 -0.016091 -0.77 0.13 -0.66 0.00
C -2.589036 -0.595686 0.200365 0.09 0.00 0.39 0.01
H -2.343382 0.544322 -1.594754 -0.03 0.13 0.41 0.00
H -3.622800 1.111521 -0.498446 0.39 0.06 -0.01 0.00
H -3.426806 -1.202749 -0.169846 0.15 0.25 0.05 0.00
H -2.733752 -0.418444 1.278263 -0.03 -0.14 -0.23 0.00
Li -0.863082 1.231025 1.582095 0.15 -0.80 0.33 0.04
O 2.189551 -0.123932 1.124294 0.01 3.70 -0.65 0.00
C 1.669379 1.002140 0.433425 -1.32 -4.45 0.45 0.02
C 2.755341 -1.047738 0.176613 -0.18 -0.12 0.05 0.00
O 1.051423 1.969430 0.858054 2.31 -1.14 1.94 0.10
O 1.502257 0.648644 -0.836835 0.93 0.84 -0.23 0.04
C 2.287682 -0.501298 -1.175596 0.12 -0.51 -0.18 0.00
H 2.342611 -2.041401 0.379164 -0.12 0.40 0.10 0.00
H 3.841989 -1.063025 0.296794 -0.14 0.16 -0.05 0.00
H 1.631181 -1.209481 -1.692017 0.17 0.29 0.08 0.00
H 3.119104 -0.165609 -1.804038 -0.25 -0.14 0.00 0.00
Hg -0.302876 2.840693 -0.708883 0.69 2.83 -2.94 0.58
```
Positions in Å, forces in eV/Å.

## Properties
spin multiplicity: 2
gap between HOMO and LUMO (spin up / spin down): 6.8 / 5.0 eV
HOMO energy (spin up / spin down): -6.659 / -6.655 eV
<S²>: 0.754

=====

(2)
C46H93F6N2O33PS4 | ωB97M-V with the def2-TZVPD basis set

XYZ file:
```
185
Properties=species:S:1:pos:R:3:forces:R:3:lowdin_spin:R:1
C 4.582135 2.005369 -2.126527 -0.22 1.65 0.19 0.00
C 3.361216 1.442809 -2.769152 -1.11 -0.29 -1.82 0.00
C 2.425425 2.483860 -3.521803 -0.52 -0.57 1.58 0.00
N 1.143254 1.936472 -4.235473 0.89 -0.67 -0.67 0.00
C 0.133357 1.182210 -3.329906 -0.02 1.11 -0.03 0.00
C -0.624682 2.145203 -2.334747 0.24 -1.22 -1.07 0.00
C -1.317195 3.351522 -3.061046 0.81 -0.38 1.06 0.00
C -0.265693 4.044850 -3.923252 -0.89 -0.71 0.27 0.00
C 0.378280 3.059787 -4.937975 0.60 0.88 0.80 0.00
C 1.551437 0.930647 -5.289207 0.08 -0.25 -0.52 0.00
H 5.278091 1.223699 -1.822009 -0.16 0.13 0.17 0.00
H 4.264893 2.652411 -1.308735 0.54 -0.04 0.37 0.00
H 5.067182 2.643662 -2.865043 0.39 0.04 0.14 0.00
H 2.807709 0.850768 -2.040304 -0.18 -0.21 -0.31 0.00
H 3.831947 0.847410 -3.551465 -0.77 -0.78 -0.10 0.00
H 3.052048 3.061246 -4.201558 -0.44 -0.13 -0.42 0.00
H 1.976117 3.169110 -2.803014 0.39 0.12 0.08 0.00
H 0.717225 0.356612 -2.922973 -0.12 0.21 0.49 0.00
H -0.545683 0.727089 -4.050920 -0.20 0.20 0.07 0.00
H 0.093859 2.402576 -1.556572 0.20 0.87 -0.13 0.00
H -1.316058 1.549793 -1.738440 -0.43 -0.19 -0.47 0.00
H -1.604564 4.010983 -2.242130 -0.12 0.21 -0.07 0.00
H -2.234490 3.182510 -3.625058 0.14 -0.87 0.13 0.00
H 0.395759 4.469578 -3.168145 0.74 0.12 -0.65 0.00
H -0.771831 4.874634 -4.416589 0.39 -0.03 -0.40 0.00
H 1.074092 3.608549 -5.572652 0.26 -0.21 0.03 0.00
H -0.311848 2.548796 -5.609328 -0.36 0.14 0.29 0.00
H 2.132119 1.364492 -6.103274 0.02 0.55 0.27 0.00
H 0.679055 0.477641 -5.760179 -0.13 0.23 0.25 0.00
H 2.154746 0.108240 -4.904784 -0.14 0.19 0.52 0.00
C -0.927107 -2.588776 -2.248939 -1.01 -0.24 0.29 0.00
F -0.979161 -1.684171 -3.206129 0.11 0.13 -0.20 0.00
F -1.920209 -3.466483 -2.389830 -0.07 1.13 0.52 0.00
F 0.166143 -3.279189 -2.274826 1.46 -0.04 0.06 0.00
S -1.102677 -1.683792 -0.566689 -3.19 -3.23 0.83 -0.01
O -2.277834 -0.862859 -0.627797 1.32 0.79 -0.62 0.07
O -1.232238 -2.770638 0.410335 1.53 1.73 -1.54 0.05
N 0.363597 -0.767388 -0.445179 -1.32 -0.86 -0.66 0.55
S 0.607653 -0.693991 1.115190 0.91 3.09 4.79 -0.03
O -0.542576 -0.122555 1.829612 1.23 -0.71 -1.62 0.22
O 1.175239 -1.851616 1.714939 0.37 -0.56 -0.72 0.16
C 2.003095 0.711390 1.325809 -0.73 0.21 0.67 -0.01
F 3.055277 0.368204 0.594129 -0.33 0.32 0.03 0.00
F 1.477689 1.899079 0.927128 0.72 -1.36 0.26 0.00
F 2.397551 0.823621 2.629266 -0.98 -0.47 -2.00 0.00
C -5.481496 -1.787533 -1.881442 0.70 0.06 0.37 0.00
C -6.325582 -0.773008 -1.060606 -0.54 0.05 -1.10 0.00
C -5.651855 0.594068 -1.137375 1.29 -0.42 -1.54 0.00
S -5.174585 0.643422 -2.930946 1.30 1.31 0.24 0.00
O -3.868846 1.323156 -3.100588 -1.25 -1.08 0.36 0.00
O -6.286493 1.198026 -3.656973 -0.14 -0.47 -0.25 0.00
C -4.988146 -1.175332 -3.206990 0.25 1.12 0.41 0.00
H -5.978068 -2.728575 -2.117998 -0.11 0.07 0.56 0.00
H -4.598325 -1.968960 -1.268902 0.08 -0.51 -0.16 0.00
H -6.561895 -1.061514 -0.036387 0.15 -0.28 -0.20 0.00
H -7.235061 -0.741370 -1.660572 -0.56 0.46 0.53 0.00
H -4.661977 0.663346 -0.686323 -0.10 -0.41 0.44 0.00
H -6.175828 1.520725 -0.903164 -0.40 -0.33 -0.20 0.00
H -3.930799 -1.378067 -3.377326 0.06 0.25 0.21 0.00
H -5.464615 -1.425331 -4.154928 -0.62 0.03 0.36 0.00
C 4.339444 -2.706050 -0.586187 -0.01 0.11 -1.00 0.00
C 3.431126 -3.970567 -0.430912 1.07 1.55 -0.79 0.00
C 3.392866 -4.693185 -1.790709 -0.62 -0.64 0.99 0.00
S 3.720595 -3.415648 -3.065283 -0.50 1.13 -1.28 0.00
O 2.581849 -3.197853 -3.975540 1.04 -0.46 1.58 0.00
O 5.014451 -3.592148 -3.674460 -0.20 -0.45 0.38 0.00
C 3.922916 -1.988285 -1.938053 -0.41 -1.39 2.25 0.00
H 5.403846 -2.925098 -0.670843 -0.02 -0.35 0.26 0.00
H 4.182189 -2.070530 0.285300 0.11 0.19 -0.15 0.00
H 2.436234 -3.563308 -0.250853 -0.12 -0.31 0.43 0.00
H 3.822470 -4.523408 0.423087 -0.43 -0.38 -0.25 0.00
H 2.416265 -5.171162 -1.867359 -0.31 0.58 -0.70 0.00
H 4.018388 -5.585169 -1.825059 0.84 0.61 -0.44 0.00
H 2.969806 -1.543605 -1.651767 -0.26 0.18 -0.80 0.00
H 4.652327 -1.253881 -2.279670 -0.15 -0.35 -0.32 0.00
C -3.151255 6.424287 2.024594 0.47 2.31 0.20 0.00
O -3.300545 5.063730 2.203603 -0.89 1.29 0.46 0.00
C -3.005149 4.270497 1.226239 3.78 1.63 -2.69 0.00
O -2.345111 4.517296 0.184759 -2.04 -0.57 2.09 0.00
O -3.311649 3.145623 1.711827 -0.69 -4.15 0.78 0.00
C -2.917711 1.922046 1.117529 -1.16 -0.40 -0.75 0.00
H -2.817364 6.817905 2.984639 0.11 0.05 -0.09 0.00
H -4.086855 6.935456 1.797759 -0.20 -0.33 -0.12 0.00
H -2.422835 6.681312 1.255545 0.05 -0.20 0.07 0.00
H -1.955195 1.523543 1.438253 0.08 0.71 -0.18 0.00
H -3.053512 2.010926 0.039682 0.56 -0.10 -0.11 0.00
H -3.672006 1.212377 1.457391 0.07 -0.09 0.05 0.00
C -0.645881 0.476694 -9.240380 -0.52 -0.60 -2.36 0.00
O -0.393781 -0.065171 -8.012321 0.68 -0.09 2.89 0.00
C 0.023431 -1.336079 -7.940206 -0.30 -0.83 -1.48 0.00
O 0.187971 -2.077813 -8.882546 0.02 0.62 0.95 0.00
O 0.147491 -1.606872 -6.657375 0.22 0.00 1.34 0.00
C 0.508246 -2.896076 -6.167671 -0.06 -1.91 -0.41 0.00
H -1.195220 -0.300947 -9.771045 -0.26 0.39 -0.59 0.00
H 0.280355 0.622701 -9.796150 -0.02 0.39 -0.03 0.00
H -1.255245 1.375575 -9.146659 0.28 -0.08 0.15 0.00
H 1.519245 -3.240982 -6.384530 0.28 0.88 0.06 0.00
H -0.065184 -3.724649 -6.583277 -0.58 0.41 -0.47 0.00
H 0.325236 -2.984417 -5.096781 0.20 0.78 -0.13 0.00
C 9.312649 0.577506 6.297603 0.69 0.24 2.06 0.00
O 8.678174 0.810839 5.079746 -1.34 -0.41 -1.33 0.00
C 7.336201 0.750813 5.106030 -2.61 -0.17 3.16 0.00
O 6.597498 0.571271 6.107606 2.64 0.25 -2.68 0.00
O 6.845792 0.990665 3.900802 1.19 0.15 -0.83 0.00
C 5.486477 0.857846 3.547844 -0.86 0.04 0.57 0.00
H 10.392055 0.458612 6.203471 -0.16 0.10 -0.78 0.00
H 8.966300 -0.303188 6.838455 -0.39 0.02 -0.27 0.00
H 9.161943 1.451488 6.931282 -0.08 -0.08 0.21 0.00
H 5.334538 -0.086525 3.025171 0.15 0.13 -0.26 0.00
H 5.211597 1.730324 2.955108 0.28 -0.21 -0.33 0.00
H 4.775260 0.862396 4.373815 0.47 -0.06 0.48 0.00
C -3.403221 -4.418133 -6.051168 0.98 -0.03 -0.48 0.00
O -2.943493 -4.999350 -4.844059 -3.09 1.13 0.86 0.00
C -1.876787 -5.718378 -4.753747 0.50 0.59 -0.98 0.00
O -1.106636 -5.897535 -5.663235 0.37 -0.65 0.64 0.00
O -1.835967 -6.072255 -3.473691 -0.52 0.68 0.20 0.00
C -0.763993 -6.841159 -3.132326 2.61 -1.65 0.71 0.00
H -4.345098 -3.894871 -5.886315 0.14 -0.24 0.36 0.00
H -3.532533 -5.191227 -6.808598 0.10 0.17 -0.11 0.00
H -2.628309 -3.701722 -6.323832 -0.21 0.06 -0.60 0.00
H 0.202107 -6.411562 -3.397241 -0.04 0.11 -1.07 0.00
H -0.894876 -7.830663 -3.570342 0.44 -0.09 0.17 0.00
H -0.551025 -6.914557 -2.065857 -1.33 -0.09 0.32 0.00
C -3.073597 -6.281656 0.791088 0.92 0.49 -1.04 0.00
O -3.571247 -6.803511 -0.444345 -0.19 -0.17 -0.14 0.00
C -4.499454 -6.148920 -1.158053 -1.45 0.61 2.60 0.00
O -5.068492 -5.114416 -0.813270 1.24 -0.98 -1.02 0.00
O -4.846754 -6.981730 -2.099487 -1.04 -0.79 -1.85 0.00
C -5.906101 -6.598600 -3.029443 0.46 1.11 0.45 0.00
H -2.411959 -7.072296 1.144951 -0.34 0.06 0.31 0.00
H -3.810216 -5.950039 1.522886 -0.17 -0.24 -0.30 0.00
H -2.431441 -5.459134 0.476148 0.00 0.38 0.59 0.00
H -6.793650 -6.213786 -2.527166 0.21 -0.06 0.39 0.00
H -6.236119 -7.421024 -3.664109 0.72 -0.20 0.30 0.00
H -5.472996 -5.776952 -3.599903 -0.27 -0.13 -0.39 0.00
C 1.068970 5.235744 -0.136817 0.35 -0.19 0.41 0.00
O 1.813135 6.472307 -0.061798 0.37 -0.63 -1.29 0.00
C 1.463954 7.443785 0.767693 -0.06 -0.44 2.62 0.00
O 0.519598 7.441379 1.519769 -0.56 -0.08 -0.68 0.00
O 2.459409 8.317105 0.881628 0.42 -0.52 -2.36 0.00
C 2.373741 9.379529 1.761421 -0.12 0.71 2.94 0.00
H 1.210601 4.635840 0.762162 -0.73 0.65 0.70 0.00
H 1.571072 4.530683 -0.799309 0.34 0.78 -0.86 0.00
H 0.035525 5.358479 -0.460903 0.03 0.12 0.44 0.00
H 3.212578 10.066980 1.652450 -0.32 -0.06 -0.77 0.00
H 2.496616 9.021656 2.783642 0.38 -0.55 0.21 0.00
H 1.416503 9.869271 1.940113 -0.21 0.13 -1.30 0.00
C 2.571947 -5.414262 7.847444 -1.29 0.08 1.56 0.00
O 2.365130 -4.557063 6.764138 0.26 0.74 -3.13 0.00
C 1.515039 -3.508273 6.736781 -0.03 -0.84 3.17 0.00
O 0.869715 -3.220252 7.745982 0.57 0.28 -2.53 0.00
O 1.593328 -2.885378 5.541158 -0.08 -0.74 0.60 0.00
C 0.680197 -1.818096 5.325936 -0.66 0.45 -0.35 0.00
H 3.232122 -6.250577 7.617575 0.52 0.76 -0.42 0.00
H 1.655211 -5.929948 8.133402 -0.38 0.28 0.01 0.00
H 2.858205 -4.790384 8.694154 0.41 -0.44 0.17 0.00
H -0.348333 -2.148780 5.181538 -0.10 -0.41 0.81 0.00
H 0.838059 -1.381509 4.339750 0.93 -0.01 0.15 0.00
H 0.763737 -1.060517 6.105169 -0.11 -0.15 -0.08 0.00
C 0.475339 1.589378 8.997753 1.26 -0.03 0.04 0.00
C -0.064717 1.560937 7.593055 1.03 -1.01 -0.30 0.00
O -1.348059 2.134245 7.637923 -1.43 0.63 -1.24 0.00
P -1.923691 2.914310 6.369619 -1.93 0.93 -0.09 0.00
O -3.375472 3.356306 6.554233 3.87 -1.35 -0.89 0.00
O -0.806367 4.099569 6.228492 -1.00 -2.44 1.43 0.00
C -0.648257 4.830502 5.074429 -0.49 2.39 -1.30 0.00
C 0.716581 4.724024 4.452848 0.15 -1.63 -0.54 0.00
O -1.585951 1.948475 5.026869 1.32 2.35 2.47 0.00
C -2.606133 1.267193 4.417074 -2.42 -1.86 -0.61 0.00
C -3.036713 0.003609 5.208105 -0.33 0.57 0.29 0.00
H -0.351392 1.521077 9.704817 0.21 0.40 0.04 0.00
H 1.158139 0.769743 9.221527 -0.26 -0.47 -0.30 0.00
H 1.161974 2.427234 9.118774 -0.68 0.54 0.45 0.00
H 0.528921 2.044566 6.817304 0.35 0.47 0.39 0.00
H -0.075169 0.529401 7.241017 -0.77 -0.20 0.07 0.00
H -1.470567 4.668354 4.377581 0.21 -0.76 -0.48 0.00
H -0.852228 5.882609 5.273356 0.22 0.24 0.66 0.00
H 0.727229 5.245410 3.495696 0.18 0.31 0.17 0.00
H 1.598536 4.911233 5.065389 -0.40 0.82 0.27 0.00
H 0.874736 3.669838 4.225278 -0.10 -0.35 -0.37 0.00
H -3.446690 1.934553 4.226813 -0.29 0.01 0.39 0.00
H -2.334707 0.952990 3.409248 0.72 0.02 0.20 0.00
H -3.883560 -0.525852 4.771494 0.22 -0.02 -0.57 0.00
H -2.214165 -0.689668 5.383873 0.08 0.03 -0.25 0.00
H -3.441318 0.250190 6.189727 0.25 0.41 0.18 0.00
```
Positions in Å, forces in eV/Å.

## Properties
spin multiplicity: 2
gap between HOMO and LUMO (spin up / spin down): 8.8 / 3.7 eV
total charge: +1
HOMO energy (spin up / spin down): -11.969 / -11.969 eV
<S²>: 0.762